Record 1
{
  "formula": "C23H10Br2Cl6N2O2Yb",
  "method": "ωB97M-V/def2-TZVPD",
  "homo_lumo_gap_ev": [7.5, 7.5],
  "s_squared": 0.7508,
  "total_charge": 1,
  "homo_energy_ha": [-0.4190, -0.4190],
  "multiplicity": 2,
  "de_lowest_ev": 0.000,
  "species": ["Yb", "Br", "Br", "Cl", "Cl", "Cl", "Cl", "Cl", "Cl", "O", "O", "N", "N", "C", "C", "C", "C", "C", "C", "C", "C", "C", "C", "C", "C", "C", "C", "C", "C", "C", "C", "C", "C", "C", "C", "C", "H", "H", "H", "H", "H", "H", "H", "H", "H", "H"],
  "xyz": [[0.583192, 0.137895, 0.479784], [-4.875053, 1.424842, -3.747257], [0.165773, -4.496416, -4.782366], [0.997970, 1.189911, -3.346970], [3.191834, 3.177188, -4.278977], [-1.856810, -1.774637, 7.262228], [5.142366, 4.433194, -2.194475], [4.886528, 3.666705, 0.831426], [2.619671, 1.614143, 1.699689], [1.150042, -1.505729, 1.721030], [-0.631862, 0.581535, 2.044836], [0.326335, -1.546127, -1.215216], [-1.372039, 0.466723, -0.875216], [1.264107, -2.480797, -1.372813], [-1.467612, -1.112406, 5.716985], [-3.450764, 1.046616, -2.586557], [1.272707, -3.379567, -2.420832], [-3.191243, 1.878174, -1.508665], [-0.878907, 0.032426, 3.198769], [-1.822339, 0.617858, 4.070280], [2.084681, 1.880501, -2.179298], [1.922823, 1.506567, -0.845971], [-0.232453, -1.166574, 3.642032], [3.825192, 2.995053, -0.337382], [0.733197, -1.841215, 2.857069], [-2.651525, -0.066194, -2.807705], [2.831658, 2.103087, 0.020324], [-1.608421, -0.322842, -1.934630], [-0.551249, -1.714538, 4.909827], [-0.654649, -1.447385, -2.127580], [3.059911, 2.770347, -2.619951], [-0.732158, -2.317656, -3.201279], [0.241494, -3.296302, -3.342986], [-2.140611, 1.537627, -0.679673], [-2.108089, 0.066673, 5.289866], [3.935168, 3.332105, -1.686843], [-0.054937, -2.621697, 5.232628], [-3.786683, 2.758506, -1.318339], [-2.310208, 1.524889, 3.738947], [-1.518768, -2.246165, -3.936922], [-2.832783, 0.534555, 5.943072], [2.042748, -2.517186, -0.620016], [-2.850357, -0.698013, -3.659953], [1.154064, -2.753431, 3.295407], [2.054827, -4.118320, -2.512166], [-1.906768, 2.146077, 0.185842]],
  "forces_ev_per_angstrom": [[-0.042, -0.006, -1.584], [0.102, -0.036, 0.056], [-0.010, 0.098, 0.082], [-0.092, -0.046, -0.198], [0.044, 0.045, -0.042], [-0.013, -0.025, 0.052], [0.021, 0.013, 0.005], [-0.013, -0.016, 0.023], [0.249, 0.101, 0.534], [0.118, -0.623, 0.503], [-0.558, 0.126, 0.853], [0.038, 0.053, 0.044], [0.105, -0.008, -0.024], [0.036, -0.128, -0.004], [-0.012, 0.047, -0.039], [-0.028, 0.054, 0.024], [-0.055, 0.005, -0.051], [-0.022, -0.055, -0.071], [-0.197, -0.125, 0.557], [0.094, 0.085, -0.225], [-0.099, -0.140, 0.398], [0.730, 0.738, -0.470], [-0.156, 0.365, -0.226], [0.163, 0.118, 0.108], [0.018, -0.128, 0.167], [-0.036, -0.020, -0.054], [-0.425, -0.264, -0.599], [-0.089, 0.113, 0.030], [0.065, -0.087, -0.005], [0.073, -0.082, -0.012], [-0.048, -0.046, 0.038], [-0.019, -0.027, -0.056], [0.047, -0.040, 0.002], [-0.090, 0.035, 0.038], [0.067, -0.107, 0.026], [0.005, 0.005, 0.005], [-0.006, 0.008, 0.006], [0.005, -0.003, 0.011], [-0.014, -0.004, 0.041], [-0.007, 0.018, 0.038], [-0.002, 0.000, -0.002], [-0.011, -0.010, 0.017], [0.016, -0.014, 0.030], [0.059, 0.021, -0.052], [-0.002, 0.002, 0.011], [-0.012, -0.008, 0.017]]
}



Record 2
{
  "formula": "C23H10F8N4O8PrS",
  "method": "ωB97M-V/def2-TZVPD",
  "homo_lumo_gap_ev": [6.9, 7.0],
  "s_squared": 2.0021,
  "total_charge": -1,
  "homo_energy_ha": [-0.2018, -0.2020],
  "multiplicity": 3,
  "de_lowest_ev": 0.088,
  "species": ["Pr", "S", "F", "F", "F", "F", "F", "F", "F", "F", "O", "O", "O", "O", "O", "O", "O", "O", "N", "N", "N", "N", "C", "C", "C", "C", "C", "C", "C", "C", "C", "C", "C", "C", "C", "C", "C", "C", "C", "C", "C", "C", "C", "C", "C", "H", "H", "H", "H", "H", "H", "H", "H", "H", "H"],
  "xyz": [[-0.191029, 0.848790, -1.437890], [1.892308, -0.044589, -3.235376], [0.105480, -5.666453, -3.475157], [4.299034, 3.291231, 6.803679], [-0.594231, -4.070620, -1.354896], [1.612585, -4.615326, -5.475148], [5.844573, 2.031771, 5.967468], [5.910783, 4.177195, 5.653306], [0.212311, -1.530421, -1.236204], [2.417150, -2.060754, -5.392069], [-2.043422, 0.645903, -0.277843], [-1.252598, 2.857589, -2.086826], [-0.289398, -0.405697, 1.288634], [-1.523538, -0.073647, -3.007906], [-4.185384, -5.081626, 0.516055], [-3.665190, 0.561761, -3.281506], [-1.135348, -1.846830, 2.648228], [-4.822826, -4.723008, -1.509853], [-4.249108, -4.385114, -0.486373], [-1.889904, 3.608706, -0.049238], [-3.468200, 2.916449, -1.596370], [-1.138258, -1.247758, 1.588285], [1.339844, -1.670041, -3.326216], [5.078940, 3.117337, 5.709257], [-3.664838, -2.262031, -1.598104], [-2.144290, -1.547760, 0.611719], [-3.067248, -1.037852, -1.575876], [4.269479, 2.950491, 4.465355], [2.627353, 1.693634, 3.247828], [4.384188, 3.841189, 3.408377], [3.620776, 3.659994, 2.268242], [-2.399945, -0.580131, -0.396770], [0.490092, -4.388192, -3.426715], [0.561734, -2.273070, -2.339484], [0.139549, -3.584322, -2.361093], [1.932579, 2.375637, 1.007945], [-2.173864, 3.074918, -1.269717], [-2.775955, -0.098981, -2.752619], [1.246479, 2.131073, 0.025773], [-2.769850, -2.782770, 0.597130], [1.672145, -2.526598, -4.389311], [3.389535, 1.875128, 4.384189], [1.262631, -3.842156, -4.441467], [-3.570488, -3.108635, -0.476033], [2.733650, 2.585538, 2.171119], [-0.914333, 3.565557, 0.217788], [-2.547664, 3.482984, 0.699779], [1.938121, 0.863253, 3.169676], [-2.593135, -3.493492, 1.390179], [3.308249, 1.187571, 5.216964], [5.068944, 4.675400, 3.478752], [-4.148033, 2.889611, -0.856771], [-4.194817, -2.614333, -2.472418], [-3.652699, 2.304486, -2.389736], [3.707083, 4.349011, 1.439258]],
  "forces_ev_per_angstrom": [[2.305, 0.719, -0.779], [0.216, 0.425, 0.043], [-0.039, -0.074, -0.016], [0.108, -0.013, -0.092], [-0.038, -0.075, 0.024], [0.017, -0.030, -0.062], [-0.057, 0.120, 0.004], [-0.073, -0.116, 0.045], [0.246, -0.939, -0.036], [0.067, -0.043, -0.125], [-0.867, 0.118, 0.217], [-0.328, 0.060, 0.090], [-0.086, -0.439, 0.182], [-0.709, -0.199, -0.691], [-0.080, 0.211, -0.120], [0.128, -0.149, -0.006], [-0.110, 0.021, -0.135], [-0.029, 0.169, 0.173], [0.135, -0.645, -0.096], [0.108, -0.119, -0.073], [-0.050, -0.032, -0.183], [0.515, 0.260, 0.449], [-0.180, -0.649, -0.010], [0.060, 0.030, 0.106], [-0.188, -0.295, -0.019], [-0.479, 0.213, -0.733], [0.521, 0.456, 0.179], [-0.035, -0.007, -0.074], [0.031, 0.024, 0.024], [0.037, 0.009, 0.079], [-0.036, -0.042, -0.020], [-0.872, -1.173, 0.616], [0.087, 0.150, -0.025], [0.218, 0.058, -0.196], [-0.066, 0.045, 0.082], [-0.029, 0.026, -0.096], [-0.205, 0.943, 0.063], [-0.943, -0.337, -0.021], [0.610, 0.801, 0.701], [0.056, -0.187, 0.109], [-0.128, 0.242, 0.288], [0.032, 0.047, 0.021], [-0.049, -0.111, 0.028], [0.161, 0.604, -0.024], [0.004, -0.028, 0.116], [0.074, -0.013, -0.018], [-0.044, -0.019, 0.014], [0.000, -0.001, -0.008], [-0.040, 0.009, 0.037], [-0.021, -0.021, -0.028], [-0.005, -0.013, -0.014], [-0.007, 0.017, 0.007], [0.024, 0.020, -0.019], [0.045, -0.017, 0.028], [-0.012, -0.010, -0.010]]
}



Record 3
{
  "formula": "C23H13Cl7IN2O4PSe2Ti",
  "method": "ωB97M-V/def2-TZVPD",
  "homo_lumo_gap_ev": 6.0,
  "total_charge": -2,
  "homo_energy_ha": -0.0972,
  "de_lowest_ev": 0.000,
  "species": ["I", "Se", "Se", "Ti", "Cl", "Cl", "Cl", "Cl", "Cl", "Cl", "Cl", "P", "O", "O", "O", "O", "N", "N", "C", "C", "C", "C", "C", "C", "C", "C", "C", "C", "C", "C", "C", "C", "C", "C", "C", "C", "C", "C", "C", "C", "C", "H", "H", "H", "H", "H", "H", "H", "H", "H", "H", "H", "H", "H"],
  "xyz": [[2.867694, 0.551636, -6.088835], [-0.419843, -0.251270, 3.341513], [1.198671, 0.616475, 0.107527], [0.395653, -1.665986, -0.822207], [4.498841, -5.223592, 3.200164], [-4.276294, -1.842169, 0.178262], [6.271644, -4.681379, 0.676025], [5.066203, -3.041869, -1.748276], [-3.180560, -1.242222, -4.450439], [1.537326, -4.122609, 3.294757], [-3.484312, -4.459260, -0.900937], [-0.257875, 1.058731, 1.699401], [2.218870, -2.209670, -1.245250], [-1.424541, -1.101179, -0.539567], [0.815592, -2.618550, 0.786682], [-0.827949, -3.036594, -1.352317], [0.528296, -0.870527, -2.861724], [-0.331329, -1.029933, -3.877747], [2.027156, -3.126313, 0.856307], [-1.960101, 1.802771, -0.421851], [1.133306, 4.947008, 1.837082], [0.150438, 4.447656, 3.967154], [0.201670, -0.627711, -5.024559], [0.214311, 2.754966, 2.249548], [4.644654, -4.088362, 0.746076], [-0.131275, 3.159793, 3.535167], [-4.270217, 1.507699, 1.082619], [-3.035089, 1.230398, 1.649468], [2.543619, -3.844732, 1.923765], [-1.874240, 1.383093, 0.900905], [0.847322, 3.659874, 1.402955], [-1.841948, -2.339473, -0.817861], [4.124238, -3.365087, -0.334671], [2.825551, -2.892662, -0.284535], [-3.196152, 2.069129, -0.989286], [-4.353073, 1.927206, -0.236621], [1.489578, -0.194467, -4.752706], [0.785057, 5.345092, 3.119698], [3.857763, -4.326304, 1.863683], [-3.057683, -2.827177, -0.537992], [1.649545, -0.369639, -3.383312], [-0.379276, -0.662674, -5.930230], [1.124037, 3.352879, 0.402661], [1.012184, 6.348870, 3.459201], [-0.120840, 4.747420, 4.972457], [2.507087, -0.182142, -2.759639], [-5.319524, 2.116121, -0.687849], [-3.256332, 2.354141, -2.031871], [1.632817, 5.638359, 1.169036], [-0.604799, 2.443216, 4.195424], [-1.061314, 1.871045, -1.021336], [-1.370706, -1.308900, -3.844374], [-2.961896, 0.855947, 2.662954], [-5.171956, 1.362929, 1.665501]],
  "forces_ev_per_angstrom": [[0.006, 0.001, -0.004], [0.058, -0.058, 0.062], [0.219, 0.243, 0.148], [-0.621, -0.547, -0.078], [-0.003, 0.000, -0.002], [0.012, -0.036, -0.014], [-0.002, 0.001, 0.000], [0.002, 0.002, -0.003], [-0.009, -0.041, -0.105], [-0.001, 0.003, 0.003], [0.007, -0.008, -0.014], [-0.175, 0.131, -0.183], [0.176, -0.084, -0.044], [-0.014, -0.102, 0.306], [0.102, -0.007, -0.013], [0.109, 0.142, -0.053], [0.192, -0.175, -0.078], [-0.084, 0.014, -0.154], [0.091, 0.051, 0.042], [-0.022, 0.029, 0.003], [-0.005, -0.005, -0.004], [-0.002, 0.004, -0.001], [-0.002, 0.040, -0.031], [-0.003, 0.001, 0.011], [-0.005, 0.003, 0.001], [0.029, -0.006, 0.008], [0.001, 0.046, -0.015], [0.039, 0.008, 0.014], [-0.012, 0.015, -0.002], [-0.020, 0.074, 0.066], [-0.027, 0.019, -0.022], [-0.098, 0.069, -0.156], [-0.003, -0.008, 0.010], [0.041, 0.051, 0.003], [0.028, 0.022, -0.019], [0.002, 0.010, 0.041], [-0.019, 0.008, 0.010], [0.001, -0.003, 0.005], [0.010, -0.005, 0.003], [-0.023, -0.009, -0.047], [-0.004, 0.025, 0.013], [-0.016, 0.008, 0.010], [-0.003, -0.008, 0.001], [-0.003, 0.001, -0.001], [-0.001, 0.002, 0.000], [0.007, -0.029, -0.003], [0.004, -0.019, -0.011], [-0.002, -0.029, -0.004], [-0.001, 0.000, 0.000], [0.005, -0.002, 0.000], [-0.006, 0.007, -0.006], [0.058, 0.147, 0.301], [-0.009, 0.003, 0.002], [-0.004, 0.001, 0.004]]
}